A 8-piece molecular cluster, C18H47BBrClO11S7 overall in a non-equilibrium geometry. Source: OMol25; level of theory: ωB97M-V with the def2-TZVPD basis set.

Values from the calculation:
HOMO level	-8.5996	eV
orbital gap	9.07	eV
total energy	-201033.57272	eV

The geometry in ORCA input format:
```
! wB97M-V def2-TZVPD RIJCOSX def2/J DEFGRID3
* xyz 0 1
C -1.91441 2.70200 3.95430
B -1.83838 3.42554 2.56849
O -2.88731 4.24149 2.21065
C -0.53413 3.21600 1.63064
O -0.66324 2.76450 0.27790
C 0.64071 2.73850 -0.14629
O 1.06394 2.03565 -0.91005
O 1.32667 3.69629 0.51841
C 0.37422 4.38345 1.33867
Cl -0.32100 5.59005 0.21324
Br 1.27479 5.19566 2.82105
H -1.49541 1.69169 3.88928
H -2.94104 2.57828 4.27082
H -1.35864 3.26575 4.69959
H -3.45972 3.78656 1.58833
H 0.12060 2.50689 2.14064
C -3.37782 -1.61940 -0.68552
S -3.10393 0.03221 -0.03004
O -4.13694 0.27456 1.01821
C -3.62288 0.91091 -1.50825
H -3.14984 -2.34421 0.09538
H -4.41960 -1.72741 -0.98811
H -2.71612 -1.78404 -1.53596
H -4.64873 0.63852 -1.75672
H -2.95297 0.66098 -2.33056
H -3.56592 1.97870 -1.30596
C 2.98117 -0.30504 -1.44685
S 2.25798 -1.93648 -1.63733
O 2.07168 -2.50122 -0.26736
C 3.71940 -2.71248 -2.33534
H 2.24974 0.35599 -0.98396
H 3.86816 -0.36415 -0.81469
H 3.24564 0.08354 -2.42964
H 4.55482 -2.61641 -1.64061
H 3.95832 -2.23891 -3.28640
H 3.49813 -3.76453 -2.50011
C -4.86836 -2.61186 2.72005
S -4.40597 -4.34396 2.69438
O -3.86481 -4.62843 1.33696
C -6.08154 -4.99400 2.74739
H -3.95869 -2.01912 2.64975
H -5.51290 -2.38739 1.87065
H -5.38030 -2.38054 3.65398
H -6.65002 -4.61681 1.89728
H -6.55557 -4.69726 3.68281
H -6.02562 -6.07926 2.69693
C 4.67857 -1.21549 1.95332
S 6.23836 -0.39112 2.29022
O 6.84673 -0.06003 0.97661
C 7.08666 -1.84734 2.91883
H 4.00097 -0.48967 1.50962
H 4.83717 -2.03832 1.25600
H 4.25097 -1.58674 2.88486
H 7.08752 -2.63015 2.16010
H 6.58788 -2.19574 3.82333
H 8.11057 -1.56592 3.15445
C -0.27088 -1.66001 2.76352
S -0.88020 -1.03852 4.32355
O -0.32918 0.34196 4.49644
C 0.09220 -2.13176 5.36557
H -0.72846 -1.07798 1.96424
H 0.80952 -1.55336 2.71995
H -0.54756 -2.70576 2.65233
H 1.15243 -1.99195 5.15540
H -0.19930 -3.16455 5.17632
H -0.11116 -1.88054 6.40449
C 2.02018 -4.82712 -7.32513
S 1.32603 -4.65890 -5.67488
O 1.63322 -3.28353 -5.20785
C 2.48910 -5.76827 -4.86802
H 1.46113 -4.17650 -7.99377
H 3.06868 -4.52915 -7.31687
H 1.92172 -5.86072 -7.65690
H 3.50759 -5.40943 -5.01967
H 2.37608 -6.77255 -5.27591
H 2.25984 -5.78151 -3.80435
C -0.98016 7.25768 -3.27262
S -0.66575 8.88390 -2.57014
O -1.66945 9.10351 -1.50130
C -1.20689 9.81366 -4.01214
H -0.74452 6.51137 -2.51721
H -2.03005 7.17447 -3.55423
H -0.34056 7.10786 -4.14258
H -2.24170 9.56301 -4.24578
H -0.55974 9.58128 -4.85805
H -1.13170 10.87312 -3.77781
*
```